No. 1
Entry from the OMol25 dataset: a molecular structure, C57H59CsN10O3P3SSi (ωB97M-V with the def2-TZVPD basis set).

Geometry as ORCA input:
```
! wB97M-V def2-TZVPD RIJCOSX def2/J DEFGRID3
* xyz -1 1
Cs -0.3060 -0.7057 0.4733
C -0.8168 -3.6470 -3.9731
Si -0.5721 -2.1787 -2.7556
C -1.3207 -0.7390 -3.8063
C -1.0398 -0.3076 -5.1029
C -1.7463 0.7258 -5.6952
C -2.7792 1.3441 -5.0033
C -3.1198 0.9084 -3.7323
C -2.4034 -0.1289 -3.1377
P -2.8108 -0.9347 -1.5272
C -3.6783 -2.4388 -2.1398
C -3.5491 -3.6211 -1.4159
C -4.1917 -4.7766 -1.8270
C -4.9680 -4.7667 -2.9806
C -5.1039 -3.5938 -3.7075
C -4.4642 -2.4352 -3.2858
C -4.3227 0.0265 -0.9804
C -5.5543 -0.5580 -0.6907
C -6.5392 0.1335 0.0023
C -6.3157 1.4301 0.4341
C -5.0884 2.0266 0.1663
C -4.1110 1.3320 -0.5287
C 1.3688 -2.2024 -2.5881
C 1.8180 -3.4509 -2.1152
C 3.1227 -3.7011 -1.7374
C 4.0677 -2.6849 -1.8050
C 3.6700 -1.4427 -2.2608
C 2.3499 -1.1857 -2.6393
P 1.8361 0.4641 -3.2315
C 2.1256 0.2887 -5.0365
C 1.9319 1.4297 -5.8188
C 2.0909 1.3754 -7.1925
C 2.4288 0.1760 -7.8107
C 2.6034 -0.9635 -7.0425
C 2.4550 -0.9078 -5.6612
C 3.2926 1.5236 -2.8423
C 4.5143 1.4601 -3.5115
C 5.5323 2.3548 -3.2227
C 5.3319 3.3531 -2.2763
C 4.1153 3.4357 -1.6158
C 3.1066 2.5206 -1.8874
H -0.2868 -3.4750 -4.9139
H -1.8776 -3.7648 -4.2021
H -0.4678 -4.5941 -3.5624
H -0.2489 -0.7881 -5.6658
H -1.4943 1.0514 -6.6981
H -3.3369 2.1501 -5.4689
H -3.9574 1.3616 -3.2146
H -2.9237 -3.6269 -0.5307
H -4.0805 -5.6887 -1.2552
H -5.4573 -5.6730 -3.3139
H -5.7024 -3.5801 -4.6096
H -4.5669 -1.5219 -3.8612
H -5.7490 -1.5768 -1.0024
H -7.4849 -0.3515 0.2141
H -7.0779 1.9644 0.9875
H -4.8934 3.0290 0.5292
H -3.1415 1.7892 -0.6933
H 1.0977 -4.2567 -2.0292
H 3.4026 -4.6860 -1.3825
H 5.0918 -2.8517 -1.4971
H 4.4053 -0.6474 -2.3090
H 1.6353 2.3532 -5.3381
H 1.9387 2.2683 -7.7866
H 2.5483 0.1315 -8.8864
H 2.8565 -1.9039 -7.5155
H 2.5851 -1.8059 -5.0704
H 4.6681 0.7076 -4.2781
H 6.4773 2.2817 -3.7456
H 6.1148 4.0715 -2.0689
H 3.9362 4.2333 -0.9045
H 2.1495 2.6052 -1.3882
N -6.5282 0.1549 6.8914
C -5.4960 -0.0219 5.9677
C -4.3808 -0.7911 6.2959
C -3.3751 -0.9978 5.3679
C -3.4869 -0.4484 4.1037
C -4.5940 0.3128 3.7585
C -5.5944 0.5252 4.6883
S -2.2370 -0.7004 2.8892
O -2.9157 -1.2478 1.7318
O -1.1896 -1.5401 3.4411
N -1.6480 0.7155 2.4197
C -1.0488 1.5076 3.3309
N -0.4292 2.5919 2.8090
C 0.2281 3.3760 3.6412
C 0.2931 3.1458 5.0057
C -0.4188 2.0409 5.4519
N -1.0840 1.2313 4.6534
H -6.2552 0.0525 7.8574
H -7.0966 0.9739 6.7397
H -4.3034 -1.2238 7.2868
H -2.4944 -1.5709 5.6140
H -4.6758 0.7181 2.7586
H -6.4664 1.1102 4.4227
H 0.7242 4.2326 3.1931
H 0.8438 3.7897 5.6759
H -0.4577 1.7985 6.5103
C -3.4836 5.0870 -1.4343
N -2.2785 4.4140 -1.8345
C -1.7731 4.3304 -3.1816
C -0.4826 3.5333 -2.9619
O 0.3012 3.2903 -3.8502
N -0.3830 3.1793 -1.6355
C -1.4155 3.7400 -1.0291
N -1.6092 3.7029 0.2966
H -3.8031 5.7378 -2.2471
H -3.3085 5.7122 -0.5550
H -4.2970 4.3905 -1.2235
H -1.5491 5.3149 -3.5995
H -2.4339 3.7842 -3.8582
H -0.9990 3.1553 0.9052
H -2.5318 3.8647 0.6609
C 6.0779 1.1690 1.2551
N 5.2969 -0.0624 1.2421
C 5.2433 -0.5948 2.5980
N 4.7300 0.3433 3.5948
C 5.5354 1.5583 3.5294
N 5.6015 2.1715 2.2069
C 4.2935 2.6900 1.8023
P 2.9487 1.4031 1.7010
C 3.9517 0.1768 0.7184
C 3.3136 0.6381 3.3626
H 6.0723 1.6028 0.2522
H 7.1076 0.9141 1.5248
H 6.2608 -0.8703 2.8932
H 4.6226 -1.4937 2.6027
H 6.5553 1.3022 3.8333
H 5.1330 2.2881 4.2373
H 4.3893 3.1667 0.8220
H 3.9844 3.4623 2.5140
H 4.0232 0.5365 -0.3112
H 3.4148 -0.7763 0.6791
H 2.7387 -0.2886 3.4541
H 2.9527 1.3096 4.1479
*
```

Summary:
* DFT total energy: -128240.3409 eV
* LUMO level: 1.853 eV
* highest occupied orbital energy: -2.90 eV
* energy relative to the best compared isomer or geometry (same formula, charge and spin): 24.2 kcal/mol

No. 2
Entry from the OMol25 dataset: 6 unconnected molecules or ions with the total composition C57H64Cl2I2N2O25P (ωB97M-V with the def2-TZVPD basis set).

Geometry as ORCA input:
```
! wB97M-V def2-TZVPD RIJCOSX def2/J DEFGRID3
* xyz 1 1
C -2.9224 -4.0661 -0.4277
C -4.1395 -3.6641 0.4909
C -4.8694 -2.4117 -0.0709
C -6.2769 -2.1920 0.5576
C -7.1147 -1.1071 -0.2052
C -7.8217 -0.0841 0.7603
C -7.6885 1.4031 0.2923
C -6.9539 2.3174 1.3513
C -5.4446 2.2777 1.0121
C -4.5753 3.2623 1.8691
C -3.0820 3.0351 1.4040
C -2.2765 4.3319 1.6710
C -0.7620 4.2693 1.1774
C -0.5135 3.0507 0.2869
C -0.7744 3.2369 -1.0958
O -1.2212 4.4345 -1.5625
C -0.1612 5.4029 -1.8008
C 0.0913 5.7555 -3.2901
C 1.6412 5.6610 -3.5212
C -0.5755 2.1659 -2.0235
C -0.8725 2.3061 -3.5030
I 0.5777 2.5640 -5.0368
C -2.1648 2.2280 -3.8727
C -2.6056 2.3165 -5.3353
I -3.7212 1.9268 -2.4330
C -0.1135 0.9130 -1.4622
P 0.1468 -0.4825 -2.6946
O 0.5410 -1.9164 -1.9372
O 1.5358 -0.0423 -3.5104
C 0.0979 0.8111 -0.0819
O 0.5442 -0.3999 0.3951
N -0.4696 -1.3756 0.6566
O -1.5471 -1.0177 0.4396
N -0.0769 1.8623 0.7709
C 0.2374 1.6985 2.2084
Cl -0.8743 0.5116 3.0076
C 1.7673 1.3246 2.4286
C 2.0036 0.0247 3.2259
Cl 2.6291 2.7361 3.1403
H -2.6563 -3.2401 -1.1140
H -3.1389 -4.9723 -1.0245
H -2.0196 -4.2902 0.1691
H -4.7925 -4.5563 0.5405
H -3.7181 -3.5067 1.5004
H -4.2615 -1.5355 0.2429
H -4.9088 -2.5264 -1.1686
H -6.2075 -1.9720 1.6370
H -6.8189 -3.1567 0.4625
H -6.4880 -0.5930 -0.9582
H -7.8994 -1.6490 -0.7704
H -7.3795 -0.1789 1.7721
H -8.8806 -0.3974 0.8233
H -7.0677 1.3877 -0.6280
H -8.6804 1.8175 0.0423
H -7.4072 3.3196 1.2672
H -7.1429 1.8911 2.3517
H -5.0365 1.2502 1.1301
H -5.3454 2.5771 -0.0524
H -4.7047 3.1043 2.9509
H -4.8691 4.2804 1.5396
H -2.6935 2.1950 2.0062
H -3.1622 2.7910 0.3276
H -2.7768 5.1279 1.0841
H -2.3300 4.6326 2.7316
H -0.6124 5.2005 0.6061
H -0.0493 4.3347 2.0185
H 0.7943 5.1391 -1.3058
H -0.4952 6.3387 -1.3035
H -0.1615 6.8154 -3.4818
H -0.4841 5.1344 -3.9934
H 1.9629 4.6160 -3.3245
H 1.9241 5.8752 -4.5645
H 2.1727 6.2850 -2.7813
H -2.0646 1.5203 -5.8889
H -2.3263 3.2896 -5.7813
H -3.6764 2.0971 -5.4692
H 1.4525 -2.1566 -2.2381
H 2.1672 0.2844 -2.8450
H 0.0867 2.6207 2.7763
H 2.2145 1.1608 1.4300
H 3.0948 -0.1760 3.1672
H 1.5081 -0.8604 2.8021
H 1.7992 0.1633 4.3075
C -3.9283 9.0652 -6.8475
C -2.8708 9.1937 -6.0377
C -2.4710 8.1038 -5.0920
O -1.4885 8.2586 -4.3875
C -3.2845 6.8945 -5.0520
C -4.3440 6.7665 -5.8591
C -4.7292 7.8456 -6.8252
O -5.6896 7.6703 -7.5481
O -5.1122 5.6738 -5.8480
O -2.1165 10.2980 -6.0308
H -4.2259 9.8436 -7.5360
H -2.9952 6.1220 -4.3520
H -5.8038 5.8313 -6.5204
H -1.4215 10.1407 -5.3647
C 1.8787 -6.1403 1.2035
C 3.0046 -6.8376 0.9956
C 4.1653 -6.2440 0.2543
O 5.1738 -6.9042 0.1043
C 4.0273 -4.8845 -0.2634
C 2.9014 -4.1945 -0.0564
C 1.7527 -4.7771 0.7069
O 0.7586 -4.0960 0.8818
O 2.7429 -2.9463 -0.5210
O 3.1455 -8.0887 1.4381
H 1.0351 -6.5544 1.7379
H 4.8644 -4.4733 -0.8111
H 1.8473 -2.6724 -0.2365
H 4.0434 -8.3744 1.1663
C 6.6935 -7.4485 2.9983
C 6.3407 -8.7332 3.1008
C 6.6661 -9.5435 4.3165
O 6.3039 -10.7033 4.3637
C 7.4113 -8.8986 5.3922
C 7.7683 -7.6132 5.2900
C 7.4187 -6.7962 4.0849
O 7.7499 -5.6263 4.0477
O 8.4535 -6.9910 6.2553
O 5.6752 -9.3689 2.1236
H 6.4625 -6.8543 2.1257
H 7.6556 -9.4986 6.2575
H 8.5833 -6.0768 5.9393
H 5.5436 -10.2814 2.4486
C 3.4196 1.0141 7.6194
C 3.8159 1.2881 8.8693
C 2.9950 0.8876 10.0581
O 3.4078 1.1430 11.1710
C 1.7257 0.2080 9.8173
C 1.3312 -0.0611 8.5686
C 2.1655 0.3159 7.3841
O 1.7670 0.0304 6.2649
O 0.1723 -0.6809 8.3114
O 4.9575 1.9279 9.1219
H 4.0036 1.2956 6.7541
H 1.1333 -0.0610 10.6806
H 0.1235 -0.7574 7.3406
H 5.0116 1.9989 10.0950
C 4.3025 -1.6310 -5.0314
C 4.9950 -1.7303 -6.1733
C 5.2470 -3.0565 -6.8253
O 5.8645 -3.0895 -7.8701
C 4.7369 -4.2534 -6.1640
C 4.0488 -4.1515 -5.0221
C 3.7753 -2.8237 -4.3875
O 3.1255 -2.7873 -3.3534
O 3.5689 -5.2287 -4.3879
O 5.4943 -0.6589 -6.7897
H 4.1124 -0.6810 -4.5536
H 4.9391 -5.2060 -6.6333
H 3.1130 -4.8891 -3.5955
H 5.9457 -0.9991 -7.5871
*
```

Summary:
* DFT total energy: -164837.3356 eV
* LUMO level: -4.068 eV
* highest occupied orbital energy: -11.01 eV